Molecular formula: C20H43AgN4O2P
Method: DFT, ωB97M-V/def2-TZVPD

Last column: Löwdin charge in e.
Element x y z (Å)
1 Ag -0.35 -2.23 1.31  0.70
2 C -1.76 -3.41 -2.36  -0.11
3 C -1.60 -4.67 -1.52  -0.34
4 O -2.41 -4.67 -0.35  -0.10
5 H -1.15 -3.48 -3.27  0.07
6 H -1.44 -2.54 -1.79  0.01
7 H -2.81 -3.29 -2.65  0.07
8 H -0.55 -4.82 -1.26  0.10
9 H -1.92 -5.55 -2.09  0.10
10 H -2.06 -4.00 0.24  0.03
11 N -0.44 -1.03 -0.29  -0.37
12 P -0.26 0.48 -0.32  0.50
13 N -1.43 1.24 -1.28  -0.22
14 C -2.78 0.67 -1.18  -0.21
15 C -3.69 1.21 -2.29  -0.20
16 C -2.90 1.35 -3.59  -0.19
17 C -1.78 2.40 -3.42  -0.18
18 C -1.38 2.53 -1.95  -0.25
19 N 1.20 1.04 -1.11  -0.19
20 C 1.22 0.84 -2.58  -0.23
21 C 2.63 0.60 -3.11  -0.20
22 C 3.62 1.49 -2.36  -0.20
23 C 3.65 1.06 -0.88  -0.18
24 C 2.35 0.35 -0.50  -0.25
25 N -0.30 1.37 1.12  -0.21
26 C -0.69 2.77 1.20  -0.22
27 C 0.51 3.68 1.46  -0.19
28 C 1.18 3.28 2.77  -0.21
29 C 1.55 1.80 2.73  -0.19
30 C 0.34 0.93 2.36  -0.24
31 H -3.23 0.87 -0.20  0.11
32 H -2.69 -0.41 -1.27  0.09
33 H -4.10 2.19 -2.01  0.10
34 H -4.53 0.53 -2.41  0.11
35 H -3.56 1.63 -4.41  0.10
36 H -2.47 0.38 -3.83  0.11
37 H -2.10 3.37 -3.79  0.10
38 H -0.91 2.09 -4.01  0.08
39 H -2.07 3.24 -1.46  0.10
40 H -0.39 2.96 -1.85  0.10
41 H 0.85 1.75 -3.06  0.08
42 H 0.56 0.01 -2.88  0.11
43 H 2.65 0.81 -4.18  0.11
44 H 2.92 -0.45 -2.99  0.11
45 H 3.27 2.52 -2.44  0.11
46 H 4.61 1.45 -2.80  0.10
47 H 3.82 1.93 -0.24  0.10
48 H 4.49 0.37 -0.71  0.11
49 H 2.24 0.34 0.58  0.07
50 H 2.38 -0.70 -0.78  0.11
51 H -1.39 2.88 2.05  0.12
52 H -1.23 3.07 0.31  0.07
53 H 0.19 4.73 1.49  0.10
54 H 1.22 3.57 0.63  0.11
55 H 0.47 3.45 3.60  0.11
56 H 2.06 3.89 2.97  0.10
57 H 1.96 1.47 3.70  0.11
58 H 2.34 1.67 1.99  0.09
59 H -0.39 1.00 3.18  0.12
60 H 0.62 -0.12 2.28  0.05
61 C 1.62 -4.22 4.17  -0.10
62 C 0.44 -3.25 4.01  -0.68
63 C -0.45 -3.30 5.25  -0.10
64 O -0.29 -3.55 2.87  -0.46
65 H 2.23 -3.97 5.04  0.06
66 H 2.24 -4.18 3.27  0.06
67 H 1.24 -5.24 4.27  0.07
68 H 0.88 -2.23 3.99  0.10
69 H -0.85 -4.31 5.37  0.07
70 H -1.29 -2.62 5.12  0.06
71 H 0.10 -3.02 6.16  0.06

Its HOMO energy is -4.09 eV. Its charge is -1. Its max |F| is 0.6 eV/A. The value obtained for the HOMO-LUMO gap is 0.2544 Ha. The value obtained for the LUMO energy is 0.1040 Ha.



Molecular formula: C20H43AlN2OP2
Method: DFT, ωB97M-V/def2-TZVPD

Last column: Löwdin charge in e.
Element x y z (Å)
1 Al -0.06 -0.01 0.22  -0.25
2 P -2.32 0.42 -0.61  1.05
3 P 2.21 -0.93 0.34  1.05
4 N -0.52 -1.94 -0.34  -0.21
5 C -2.89 -1.31 -0.90  -0.25
6 H -3.87 -1.47 -0.41  0.10
7 H -3.04 -1.46 -1.98  0.09
8 C -1.89 -2.35 -0.41  -0.25
9 H -2.21 -2.72 0.61  0.14
10 H -1.96 -3.29 -1.04  0.15
11 C 0.35 -3.02 0.06  -0.25
12 H 0.14 -3.92 -0.60  0.15
13 H 0.02 -3.39 1.08  0.14
14 C 1.85 -2.72 0.08  -0.25
15 H 2.27 -3.04 -0.87  0.09
16 H 2.33 -3.32 0.88  0.10
17 C 2.88 -0.80 2.06  -0.53
18 C 2.95 0.65 2.54  -0.11
19 H 3.22 0.66 3.60  0.10
20 H 2.00 1.18 2.43  0.04
21 H 3.73 1.22 2.00  0.07
22 C 3.48 -0.45 -0.90  -0.51
23 C 4.05 0.95 -0.63  -0.09
24 H 4.62 1.26 -1.52  0.10
25 H 4.74 0.95 0.21  0.08
26 H 3.27 1.70 -0.47  0.05
27 C -2.57 1.36 -2.17  -0.51
28 C -2.36 2.86 -1.98  -0.09
29 H -2.30 3.33 -2.97  0.10
30 H -1.43 3.10 -1.45  0.05
31 H -3.20 3.33 -1.45  0.08
32 C -3.40 1.08 0.74  -0.53
33 C -2.85 2.39 1.32  -0.11
34 H -3.44 2.65 2.21  0.10
35 H -2.95 3.22 0.61  0.07
36 H -1.81 2.31 1.63  0.04
37 C 0.64 2.11 -0.04  0.08
38 C 4.59 -1.50 -1.07  -0.09
39 H 5.23 -1.57 -0.18  0.07
40 H 4.20 -2.49 -1.31  0.07
41 H 5.23 -1.18 -1.90  0.10
42 C -3.90 1.05 -2.86  -0.09
43 H -3.91 1.56 -3.83  0.10
44 H -4.04 -0.02 -3.05  0.07
45 H -4.76 1.42 -2.28  0.07
46 C -4.87 1.20 0.34  -0.10
47 H -5.46 1.36 1.25  0.09
48 H -5.05 2.07 -0.31  0.08
49 H -5.26 0.30 -0.15  0.08
50 C 4.21 -1.53 2.25  -0.10
51 H 5.06 -0.97 1.82  0.08
52 H 4.41 -1.61 3.33  0.09
53 H 4.21 -2.55 1.84  0.08
54 H 2.12 -1.32 2.66  0.11
55 H -3.32 0.30 1.52  0.11
56 H 2.90 -0.41 -1.84  0.12
57 H -1.76 0.98 -2.81  0.12
58 O 1.00 3.21 -0.16  0.19
59 H -0.15 -1.28 -1.12  0.04
60 H 0.18 -0.21 -1.17  -0.03
61 C -0.72 1.73 5.00  -0.05
62 C -0.78 0.30 4.45  -0.15
63 C -0.54 0.23 3.05  0.02
64 N -0.35 0.16 1.90  0.22
65 H 0.26 2.20 4.81  0.09
66 H -0.87 1.74 6.09  0.10
67 H -1.50 2.37 4.56  0.09
68 H -0.02 -0.29 4.96  0.15
69 H -1.78 -0.09 4.66  0.15

Its HOMO energy is -14.16 eV. Its charge is +2. Its max |F| is 7.1 eV/A. The value obtained for the HOMO-LUMO gap is 0.2917 Ha. The value obtained for the LUMO energy is -0.2287 Ha.



Molecular formula: C20H43B2BrNO12P2S3
Method: DFT, ωB97M-V/def2-TZVPD

Last column: Löwdin charge in e.
Element x y z (Å)
1 C -1.81 1.32 5.38  -0.09
2 C -0.25 0.95 5.41  -0.25
3 O 0.57 1.63 4.43  -0.24
4 C 0.29 3.05 4.36  -0.15
5 C 1.43 3.68 3.39  -0.15
6 O 0.79 4.24 2.22  -0.21
7 C 1.73 4.50 1.16  -0.16
8 C 0.90 4.29 -0.22  -0.16
9 O 1.21 2.94 -0.64  -0.26
10 C 0.12 2.41 -1.47  -0.28
11 C 0.14 0.81 -1.38  -0.55
12 S 2.00 0.54 -1.77  0.90
13 C -0.50 -0.02 -2.60  -0.43
14 P 0.09 0.73 -4.24  0.92
15 P 1.58 -0.65 -5.13  0.47
16 O 2.92 0.08 -5.39  -0.36
17 O 1.97 -1.94 -4.05  -0.25
18 O 0.96 -1.41 -6.54  -0.22
19 C -2.06 -0.42 -2.47  -0.23
20 C -2.65 -0.94 -3.89  -0.08
21 C -1.76 -1.90 -4.78  -0.24
22 O -2.17 -2.16 -5.94  0.04
23 B -2.95 0.97 -2.40  -0.51
24 O -4.24 1.11 -1.82  0.11
25 O -2.54 2.19 -3.11  0.07
26 N -2.20 -1.37 -1.32  -0.21
27 C -1.95 -2.85 -1.68  0.01
28 O -3.55 -1.53 -0.96  -0.13
29 C -1.51 -0.97 0.00  -0.44
30 Br -3.08 -0.05 1.03  0.86
31 C -1.39 -2.12 1.11  -0.55
32 S -0.29 -3.56 1.01  0.84
33 C 0.62 -3.89 2.62  -0.47
34 C 1.37 -5.32 2.39  -0.17
35 C -0.35 0.15 -0.02  -0.40
36 S -0.96 1.57 1.12  0.78
37 B 1.07 -0.21 0.80  -0.66
38 O 1.68 0.80 1.68  0.00
39 O 1.83 -1.40 0.68  -0.05
40 C 3.11 -1.41 1.34  -0.24
41 C 4.28 -0.58 0.57  -0.08
42 H -2.17 1.83 4.42  0.07
43 H -2.42 0.35 5.48  0.08
44 H -2.04 1.92 6.33  0.09
45 H 0.17 1.06 6.47  0.13
46 H -0.18 -0.18 5.16  0.12
47 H -0.71 3.30 3.83  0.13
48 H 0.35 3.49 5.42  0.14
49 H 2.13 2.85 3.01  0.12
50 H 2.08 4.46 3.92  0.14
51 H 2.08 5.60 1.16  0.14
52 H 2.61 3.76 1.11  0.14
53 H 1.26 5.03 -1.04  0.14
54 H -0.19 4.48 0.04  0.13
55 H 0.41 2.83 -2.50  0.12
56 H -0.89 2.91 -1.26  0.11
57 H 2.37 1.49 -2.71  -0.04
58 H 0.05 -1.04 -2.56  0.10
59 H -0.95 0.77 -5.23  -0.03
60 H 1.81 -2.81 -4.48  0.07
61 H 0.94 -2.38 -6.39  0.07
62 H -3.66 -1.49 -3.74  0.15
63 H -2.93 -0.07 -4.59  0.14
64 H -0.79 -2.34 -4.36  0.11
65 H -4.58 2.02 -1.93  0.13
66 H -2.49 1.99 -4.07  0.09
67 H -2.41 -3.55 -0.88  0.13
68 H -0.84 -3.05 -1.84  0.12
69 H -2.52 -3.22 -2.59  0.12
70 H -4.04 -1.97 -1.68  0.15
71 H -2.45 -2.57 1.22  0.07
72 H -1.21 -1.59 2.12  0.10
73 H -0.16 -3.94 3.47  0.08
74 H 1.40 -3.08 2.85  0.07
75 H 1.60 -5.36 1.26  0.06
76 H 0.69 -6.21 2.62  0.08
77 H 2.32 -5.39 3.02  0.09
78 H -0.77 1.17 2.44  -0.05
79 H 1.49 0.45 2.58  0.10
80 H 3.09 -1.19 2.47  0.13
81 H 3.48 -2.51 1.28  0.13
82 H 5.15 -0.53 1.32  0.09
83 H 3.92 0.50 0.44  0.06
84 H 4.58 -1.06 -0.42  0.09

Its HOMO energy is -10.10 eV. Its charge is +1. Its max |F| is 5.1 eV/A. The value obtained for the HOMO-LUMO gap is 0.2466 Ha. The value obtained for the LUMO energy is -0.1246 Ha.